1.
62
Properties=species:S:1:pos:R:3 method="wB97M-V/def2-TZVPD" charge=0 lumo_energy_ev="0.02 / -4.19" multiplicity=3
Ag -0.40 3.21 4.01
F 0.13 1.32 2.92
C -2.82 1.40 -0.35
C -3.29 -0.08 -0.08
C -3.25 -0.82 -1.44
C -3.38 -2.31 -1.33
C -2.27 -2.99 -0.47
C -2.22 -2.26 0.90
N -2.24 -0.77 0.78
O -2.21 -0.10 2.02
C -3.31 -2.79 1.80
C -0.83 -2.65 1.55
C -4.71 -0.09 0.53
H -1.88 1.48 -0.89
H -2.65 2.01 0.54
H -3.68 1.89 -0.81
H -4.00 -0.39 -2.10
H -2.28 -0.65 -1.91
H -3.51 -2.65 -2.36
H -4.29 -2.65 -0.83
H -1.30 -2.79 -0.93
H -2.48 -4.04 -0.29
H -3.54 -2.18 2.67
H -4.25 -2.96 1.28
H -3.10 -3.78 2.19
H -0.55 -3.69 1.37
H -0.07 -1.96 1.19
H -0.83 -2.61 2.64
H -5.48 0.41 -0.05
H -4.74 0.40 1.50
H -5.05 -1.12 0.63
H -1.41 0.44 1.99
C 0.86 0.29 -0.74
C 2.39 -0.02 -0.64
C 3.07 0.06 -2.05
C 3.39 1.45 -2.54
C 4.22 2.16 -1.44
C 3.48 2.16 0.01
N 3.17 0.80 0.32
O 2.77 0.63 1.61
C 4.68 2.67 0.90
C 2.26 3.09 0.03
C 2.35 -1.49 -0.23
H 0.35 -0.25 -1.54
H 0.56 1.28 -1.08
H 0.26 0.14 0.16
H 3.94 -0.58 -2.14
H 2.41 -0.42 -2.76
H 2.51 2.07 -2.74
H 3.87 1.43 -3.52
H 4.43 3.20 -1.68
H 5.19 1.66 -1.36
H 5.03 3.66 0.59
H 4.29 2.68 1.92
H 5.53 1.99 0.85
H 1.40 2.74 0.60
H 2.59 4.06 0.42
H 1.97 3.33 -0.99
H 1.93 -1.80 0.73
H 3.34 -1.92 -0.10
H 1.83 -2.18 -0.90
H 1.85 0.92 1.65

---

2.
118
Properties=species:S:1:pos:R:3 method="wB97M-V/def2-TZVPD" charge=-1 lumo_energy_ev="2.23 / 2.24" relative_energy_ev=0.972 multiplicity=2
Co 0.36 -0.14 0.09
C 3.67 0.53 -2.25
C 3.93 1.76 -1.38
C 3.99 1.41 0.11
C 2.91 2.86 -1.60
C 3.43 4.14 -1.77
C 2.62 5.24 -2.01
C 1.26 5.04 -2.09
C 0.69 3.79 -1.90
C -0.82 3.67 -1.99
C -1.52 4.78 -1.21
C -1.26 3.71 -3.46
C 1.52 2.66 -1.65
N 0.89 1.41 -1.44
C 0.32 0.88 -2.53
O 0.59 1.12 -3.71
C -0.82 -0.05 -2.22
C -1.43 -0.76 -3.25
C -2.54 -1.53 -2.97
C -3.09 -1.43 -1.70
C -2.48 -0.63 -0.74
N -1.30 -0.03 -0.96
C -3.35 -0.30 0.43
O -4.57 -0.48 0.33
N -2.83 0.21 1.56
C -3.71 0.66 2.60
C -3.99 2.03 2.65
C -4.77 2.54 3.68
C -5.27 1.71 4.67
C -5.01 0.36 4.60
C -4.26 -0.21 3.57
C -4.22 -1.73 3.58
C -2.96 -2.38 3.02
C -5.46 -2.24 2.84
C -3.53 2.97 1.55
C -2.90 4.24 2.13
C -4.73 3.27 0.65
H 4.53 -0.15 -2.21
H 3.49 0.82 -3.28
H 2.80 -0.01 -1.89
H 4.91 2.16 -1.67
H 3.03 1.03 0.43
H 4.23 2.30 0.69
H 4.75 0.66 0.30
H 4.51 4.28 -1.73
H 3.05 6.22 -2.15
H 0.62 5.88 -2.33
H -1.11 2.71 -1.56
H -1.48 5.73 -1.75
H -1.06 4.92 -0.24
H -2.57 4.53 -1.08
H -0.99 4.67 -3.91
H -2.35 3.58 -3.54
H -0.77 2.92 -4.02
H -1.00 -0.68 -4.24
H -2.99 -2.16 -3.72
H -4.02 -1.91 -1.45
H -5.02 3.60 3.70
H -5.86 2.12 5.48
H -5.42 -0.30 5.35
H -4.30 -2.02 4.64
H -2.98 -2.38 1.93
H -2.91 -3.42 3.35
H -2.06 -1.86 3.34
H -5.47 -1.83 1.83
H -6.38 -1.95 3.34
H -5.43 -3.33 2.77
H -2.76 2.46 0.96
H -3.64 4.87 2.62
H -2.43 4.83 1.34
H -2.13 3.97 2.86
H -5.51 3.80 1.20
H -5.14 2.34 0.27
H -4.43 3.89 -0.20
C -1.45 1.96 6.11
C 0.06 1.75 6.04
N 0.60 2.25 4.79
C 1.01 1.42 3.81
S -1.16 0.56 1.90
N 1.22 0.16 4.08
N 1.93 -0.77 1.47
C 2.94 -1.52 0.83
C 4.30 -1.69 1.46
C 2.64 -2.04 -0.40
C 3.59 -2.80 -1.17
C 3.22 -3.39 -2.33
C 1.87 -3.25 -2.76
C 1.02 -2.48 -2.01
N 1.35 -1.84 -0.88
H -1.84 1.68 7.08
H -1.94 1.36 5.34
H -1.70 3.01 5.92
H 0.30 0.69 6.09
H 0.56 2.28 6.86
H 0.22 3.13 4.48
H 4.43 -2.70 1.88
H 4.43 -0.97 2.26
H 5.09 -1.54 0.72
H 4.60 -2.89 -0.80
H 3.93 -3.95 -2.92
H 1.52 -3.71 -3.68
H 0.00 -2.37 -2.35
C 2.54 -2.46 4.97
O 2.77 -1.82 3.72
P 1.58 -1.01 3.00
O 0.35 -2.04 3.19
C 0.24 -3.09 2.23
O 1.34 1.95 2.64
C 1.03 3.31 2.34
H 2.97 -1.87 5.78
H 3.02 -3.44 4.93
H 1.47 -2.59 5.15
H -0.45 -3.82 2.64
H 1.21 -3.55 2.04
H -0.14 -2.69 1.28
H 1.61 3.99 2.96
H 1.30 3.43 1.29
H -0.05 3.48 2.43

---

3.
9
Properties=species:S:1:pos:R:3 method="wB97M-V/def2-TZVPD" smiles=CN(N)Br charge=0 lumo_energy_ev=0.09 relative_energy_ev=0.812 multiplicity=1
C 0.38 1.10 0.21
N 0.31 -1.42 -0.12
N -0.30 -0.36 0.48
Br -2.20 0.16 -0.23
H 0.37 1.33 -0.89
H -0.25 1.90 0.57
H 1.37 1.15 0.74
H -0.10 -2.29 0.40
H 0.44 -1.57 -1.15

---

4.
156
Properties=species:S:1:pos:R:3 method="wB97M-V/def2-TZVPD" charge=0 lumo_energy_ev=0.02 multiplicity=1
C -18.15 -12.17 -32.93
S -18.42 -11.52 -31.21
O -17.71 -12.58 -30.33
C -17.34 -10.05 -31.50
H -18.91 -12.87 -33.29
H -17.20 -12.70 -32.82
H -18.01 -11.32 -33.59
H -17.88 -9.37 -32.16
H -16.43 -10.33 -32.03
H -17.04 -9.65 -30.53
C -22.21 -7.53 -35.52
S -23.83 -6.78 -36.08
O -24.87 -7.84 -35.85
C -24.03 -5.41 -34.80
H -22.47 -8.41 -34.93
H -21.57 -7.06 -34.77
H -21.61 -7.82 -36.38
H -24.38 -5.82 -33.85
H -24.74 -4.71 -35.23
H -23.07 -4.89 -34.76
C -19.70 -18.36 -29.42
S -21.38 -19.11 -29.79
O -21.65 -20.28 -28.78
C -22.54 -17.84 -29.21
H -19.54 -17.43 -29.97
H -18.87 -18.97 -29.78
H -19.64 -18.14 -28.35
H -22.31 -16.94 -29.79
H -22.52 -17.73 -28.13
H -23.47 -18.22 -29.62
C -23.66 -11.08 -24.09
S -22.03 -11.42 -24.80
O -21.23 -12.16 -23.71
C -22.48 -12.72 -25.95
H -24.17 -10.34 -24.71
H -23.82 -10.89 -23.02
H -24.29 -11.95 -24.25
H -23.21 -13.41 -25.52
H -21.67 -13.25 -26.45
H -23.06 -12.30 -26.78
C -16.46 -7.95 -24.73
S -16.76 -6.26 -25.41
O -16.28 -6.00 -26.85
C -18.58 -6.29 -25.49
H -16.59 -7.93 -23.65
H -15.38 -8.12 -24.80
H -17.05 -8.73 -25.21
H -18.90 -7.17 -26.04
H -19.02 -5.36 -25.85
H -18.99 -6.48 -24.49
C -15.81 -14.75 -24.45
S -16.48 -15.21 -22.81
O -15.67 -16.35 -22.20
C -16.01 -13.64 -21.85
H -14.73 -14.59 -24.43
H -16.43 -13.89 -24.72
H -16.01 -15.58 -25.12
H -14.92 -13.58 -21.84
H -16.44 -13.66 -20.85
H -16.44 -12.81 -22.41
C -15.64 -5.78 -37.57
S -15.44 -6.34 -35.86
O -15.89 -7.78 -35.82
C -13.59 -6.37 -35.68
H -15.36 -4.74 -37.71
H -16.67 -5.95 -37.90
H -14.86 -6.35 -38.08
H -13.21 -7.02 -36.46
H -13.34 -6.81 -34.71
H -13.24 -5.33 -35.69
C -18.28 -18.43 -37.21
S -18.16 -19.10 -35.53
O -19.08 -18.11 -34.83
C -19.12 -20.70 -35.63
H -19.28 -18.44 -37.65
H -17.73 -19.05 -37.91
H -17.96 -17.39 -37.32
H -20.12 -20.50 -36.03
H -19.26 -21.17 -34.65
H -18.64 -21.44 -36.26
C -16.68 -2.75 -32.12
O -17.74 -2.53 -32.74
N -15.48 -2.11 -32.36
C -14.24 -2.36 -31.57
C -15.43 -1.06 -33.35
H -16.53 -3.64 -31.49
H -13.83 -1.47 -31.10
H -13.51 -2.80 -32.25
H -14.45 -3.08 -30.78
H -15.02 -0.15 -32.91
H -14.75 -1.34 -34.17
H -16.41 -0.77 -33.72
C -12.52 -15.10 -37.29
O -11.89 -14.93 -36.25
N -13.31 -14.10 -37.79
C -13.56 -12.73 -37.32
C -14.12 -14.36 -38.96
H -12.62 -16.03 -37.88
H -14.62 -12.50 -37.20
H -13.27 -12.02 -38.10
H -13.07 -12.59 -36.35
H -14.16 -15.40 -39.27
H -15.13 -13.96 -38.88
H -13.64 -13.77 -39.73
C -24.80 -17.71 -34.58
O -25.63 -18.69 -34.61
N -25.13 -16.48 -34.27
C -24.14 -15.36 -34.37
C -26.47 -16.16 -33.64
H -23.73 -17.84 -34.82
H -24.55 -14.52 -34.95
H -23.25 -15.75 -34.86
H -23.86 -15.03 -33.37
H -26.97 -15.27 -34.03
H -27.11 -17.04 -33.74
H -26.30 -15.94 -32.59
C -22.62 -5.39 -29.57
O -22.19 -6.53 -29.56
N -23.44 -4.89 -28.67
C -24.22 -3.69 -28.85
C -24.04 -5.67 -27.62
H -22.38 -4.60 -30.30
H -24.44 -3.20 -27.90
H -25.12 -3.76 -29.46
H -23.66 -2.83 -29.24
H -23.45 -6.55 -27.37
H -24.11 -5.15 -26.67
H -25.06 -5.95 -27.91
O -8.98 -7.91 -27.76
C -8.61 -9.00 -28.24
O -9.39 -9.87 -28.83
C -10.84 -9.84 -28.59
C -11.48 -10.91 -29.48
C -7.09 -9.39 -28.41
H -11.20 -8.85 -28.86
H -11.06 -9.98 -27.53
H -11.22 -10.67 -30.51
H -12.55 -10.99 -29.29
H -11.12 -11.94 -29.34
H -6.58 -8.71 -27.73
H -6.67 -9.20 -29.39
H -6.96 -10.40 -28.01
O -13.48 -20.11 -29.61
C -13.03 -18.99 -29.45
O -12.23 -18.68 -28.44
C -11.97 -19.57 -27.40
C -13.20 -19.66 -26.46
C -13.40 -17.81 -30.37
H -11.06 -19.16 -26.95
H -11.84 -20.60 -27.70
H -13.99 -20.24 -26.92
H -13.55 -18.77 -25.93
H -12.97 -20.38 -25.67
H -13.54 -18.18 -31.39
H -12.64 -17.03 -30.36
H -14.38 -17.48 -30.02